Version a
An isolated molecule of C21H22N2O5. Source: OMol25; level of theory: wB97M-V/def2-TZVPD.

The geometry in XYZ format:
```
50
Properties=species:S:1:pos:R:3:mulliken_charge:R:1
C 1.135 2.165 3.855 -0.728
O -0.192 2.048 3.398 -0.484
C -0.482 1.067 2.507 0.124
C 0.378 0.041 2.137 -0.666
C -0.038 -0.890 1.200 -0.174
C -1.285 -0.807 0.610 -0.581
N -1.693 -1.746 -0.371 0.457
C -2.190 -3.013 0.120 -1.202
C -1.787 -1.450 -1.687 0.583
O -2.251 -2.226 -2.499 -0.713
C -1.240 -0.082 -2.093 -0.661
C 0.188 0.075 -1.700 1.165
C 0.819 1.101 -1.004 -0.517
C 0.251 2.316 -0.452 0.268
O 0.815 3.102 0.282 -0.681
O -1.021 2.551 -0.832 -0.453
N 2.158 0.781 -0.831 0.124
C 3.190 1.558 -0.198 -1.198
C 2.393 -0.422 -1.415 -0.316
C 3.574 -1.158 -1.506 -0.905
C 3.521 -2.370 -2.154 -0.577
C 2.328 -2.853 -2.710 -0.878
C 1.160 -2.136 -2.630 -0.601
C 1.182 -0.901 -1.971 1.435
C -2.174 0.208 1.010 0.544
O -3.392 0.197 0.409 -0.431
C -4.312 1.211 0.731 -0.948
C -1.763 1.132 1.953 -0.282
H 1.433 1.298 4.454 0.322
H 1.154 3.057 4.478 0.272
H 1.827 2.293 3.017 0.225
H 1.366 -0.040 2.558 0.389
H 0.631 -1.681 0.895 0.547
H -1.413 -3.525 0.690 0.316
H -3.062 -2.860 0.760 0.314
H -2.474 -3.614 -0.741 0.408
H -1.857 0.700 -1.654 0.321
H -1.331 -0.023 -3.181 0.438
H -1.311 3.380 -0.420 0.403
H 3.636 0.985 0.618 0.352
H 3.972 1.804 -0.921 0.360
H 2.764 2.475 0.198 0.329
H 4.497 -0.792 -1.083 0.468
H 4.418 -2.967 -2.239 0.405
H 2.338 -3.809 -3.212 0.414
H 0.245 -2.509 -3.060 0.523
H -5.196 1.005 0.130 0.283
H -3.923 2.201 0.474 0.322
H -4.581 1.189 1.792 0.349
H -2.402 1.934 2.283 0.538
```

HOMO energy = -7.85 eV
lowest unoccupied orbital energy = 0.3 eV
2S+1 = 1
structure (SMILES) = COc1ccc(N(C)C(=O)Cc2c(C(=O)O)n(C)c3ccccc23)c(OC)c1
frontier orbital gap = 8.11 eV


Version b
An isolated molecule of C21H22N2O5. Source: OMol25; level of theory: wB97M-V/def2-TZVPD.

The geometry in XYZ format:
```
50
Properties=species:S:1:pos:R:3:mulliken_charge:R:1
C -2.557 3.097 -6.306 -1.725
C -1.405 3.259 -5.461 -0.045
O -1.422 2.313 -4.308 -0.226
C -0.584 2.385 -3.191 0.186
O 0.452 3.111 -3.188 -0.650
C -0.982 1.336 -2.162 0.366
C -0.105 1.289 -1.042 -0.454
C -0.355 0.609 0.000 -0.805
C -1.726 -0.273 0.120 0.117
N -1.799 -0.960 1.274 0.374
C -2.176 -2.178 1.021 0.144
O -2.493 -2.821 0.212 -0.315
C -2.380 -3.006 2.550 -1.055
C -1.863 -1.937 3.229 0.148
N -0.531 -2.134 4.042 -0.369
C 0.748 -1.944 3.239 0.614
C 1.595 -1.071 4.069 -0.801
C 2.727 -0.741 3.248 0.416
C 2.968 -1.024 2.031 -0.189
C 4.256 -0.558 1.230 -0.979
C 3.917 0.534 0.267 -0.763
O 3.475 1.742 1.128 -0.562
C 1.983 -2.149 1.150 -1.025
C 0.887 -2.245 1.863 -1.306
C -1.494 -0.533 2.448 0.088
O -1.309 0.523 2.905 -0.513
C -2.471 -0.304 -0.983 -1.200
C -1.966 0.667 -2.194 0.363
H -3.368 3.436 -5.942 0.464
H -2.649 1.864 -6.695 0.206
H -2.396 3.583 -7.040 0.729
H -1.411 4.247 -5.138 0.298
H -0.394 2.914 -5.839 0.292
H 0.839 2.120 -1.119 0.195
H 0.312 0.620 0.734 0.905
H -3.246 -3.257 2.688 0.642
H -1.534 -3.840 2.494 0.214
H -2.476 -1.832 4.204 0.420
H -0.452 -1.863 4.928 0.257
H 1.460 -0.583 5.049 0.325
H 3.631 -0.275 3.598 0.352
H 5.060 -0.286 1.789 0.471
H 4.482 -1.459 0.374 0.199
H 3.081 0.415 -0.338 0.181
H 4.489 0.949 -0.293 0.794
H 2.955 1.471 1.743 0.341
H 2.063 -2.278 0.206 0.632
H 0.377 -2.818 1.404 1.308
H -3.277 -0.843 -1.071 0.772
H -2.935 0.728 -2.930 0.169
```

HOMO energy = -7.81 eV
lowest unoccupied orbital energy = 0.2 eV
2S+1 = 1
structure (SMILES) = CCOC(=O)c1ccc(N2C(=O)C[C@@H](Nc3ccc(CCO)cc3)C2=O)cc1
frontier orbital gap = 7.96 eV


Name the least stable of them. version b.


Version a
A cluster of 2 separate species, C2H4S3 in total. Source: OMol25; level of theory: wB97M-V/def2-TZVPD.

The geometry in XYZ format:
```
9
Properties=species:S:1:pos:R:3:mulliken_charge:R:1
S -1.046 -2.135 0.892 -0.268
C -1.052 -0.676 0.231 -0.076
C -1.006 0.202 -0.905 -0.059
S -1.217 0.969 0.739 -0.011
H 0.088 0.301 -1.198 0.146
H -1.781 0.114 -1.656 0.286
S 2.298 0.073 0.221 -0.292
H 1.057 -0.031 0.711 0.112
H 2.659 1.183 0.965 0.162
```

HOMO energy = -8.94 eV
lowest unoccupied orbital energy = -0.6 eV
2S+1 = 1
structure (SMILES) = S=C1CS1.S
frontier orbital gap = 8.39 eV


Version b
An isolated molecule of C2H4S3. Source: OMol25; level of theory: wB97M-V/def2-TZVPD.

The geometry in XYZ format:
```
9
Properties=species:S:1:pos:R:3:mulliken_charge:R:1
S -2.222 0.361 0.069 -0.149
C -0.616 -0.359 0.473 -0.226
S 0.040 -1.782 -0.485 -0.035
C 0.568 -0.116 -0.397 -0.137
S 2.200 0.430 0.068 -0.158
H -1.831 0.748 -1.089 0.100
H -0.316 -0.220 1.521 0.315
H 0.244 0.492 -1.476 0.193
H 1.933 0.446 1.315 0.097
```

HOMO energy = -9.05 eV
lowest unoccupied orbital energy = 0.6 eV
2S+1 = 1
structure (SMILES) = S[C@H]1S[C@@H]1S
frontier orbital gap = 9.63 eV


Name the least stable of them. version a.


Version a
A cluster of 2 separate species, CH2O2S in total. Source: OMol25; level of theory: wB97M-V/def2-TZVPD.

The geometry in XYZ format:
```
6
Properties=species:S:1:pos:R:3:mulliken_charge:R:1
C 1.742 -0.421 -0.335 -0.016
O 2.627 0.261 -0.025 -0.265
O -1.997 -0.099 -0.025 -0.392
S -1.074 1.287 -0.298 0.040
H 1.307 -1.252 0.093 0.286
H -2.605 0.224 0.591 0.348
```

HOMO energy (alpha / beta) = -9.74 / -7.81 eV
lowest unoccupied orbital energy (alpha / beta) = 0.3 / -1.9 eV
2S+1 = 1
frontier orbital gap (alpha / beta) = 9.99 / 5.90 eV


Version b
An isolated molecule of CH2O2S. Source: OMol25; level of theory: wB97M-V/def2-TZVPD.

The geometry in XYZ format:
```
6
Properties=species:S:1:pos:R:3:mulliken_charge:R:1
O 1.436 -1.633 -0.376 -0.375
C 0.718 -0.668 -0.284 0.295
O 0.260 0.237 0.850 -0.274
S -0.728 1.461 0.368 -0.057
H 0.215 -0.230 -1.167 0.237
H -1.900 0.833 0.609 0.173
```

HOMO energy = -10.01 eV
lowest unoccupied orbital energy = 0.4 eV
2S+1 = 1
structure (SMILES) = O=COS
frontier orbital gap = 10.39 eV


Name the least stable of them. version a.


Version a
A cluster of 2 separate species, C4H13N2 in total. Source: OMol25; level of theory: wB97M-V/def2-TZVPD.

The geometry in XYZ format:
```
19
Properties=species:S:1:pos:R:3:mulliken_charge:R:1
C -0.725 -0.830 -2.290 0.060
C 0.370 -0.360 -2.856 -0.758
N -0.997 -0.599 -0.873 -0.138
H -1.424 -1.436 -2.847 0.375
H 0.599 -0.525 -3.896 0.278
H 1.144 0.135 -2.281 0.249
H -0.126 -0.466 -0.338 -0.103
H -1.611 0.200 -0.714 0.427
H -1.413 -1.414 -0.411 0.421
C 0.855 -0.600 1.829 -0.911
N 0.638 0.735 2.346 -0.324
C -0.116 1.575 1.444 -0.709
H -0.067 -1.183 1.723 0.310
H 1.407 -0.671 0.865 0.317
H 1.449 -1.163 2.548 0.379
H 1.556 1.136 2.482 0.280
H 0.292 1.647 0.419 0.281
H -0.217 2.580 1.851 0.347
H -1.161 1.245 1.376 0.217
```

HOMO energy = -12.88 eV
lowest unoccupied orbital energy = -3.5 eV
2S+1 = 1
net charge = +1
frontier orbital gap = 9.38 eV


Version b
The ion C4H13N2 with charge +1. Source: OMol25; level of theory: wB97M-V/def2-TZVPD.

The geometry in XYZ format:
```
19
Properties=species:S:1:pos:R:3:mulliken_charge:R:1
N -0.611 -1.146 1.190 -0.529
C 0.830 -0.954 1.002 -0.732
C 1.160 0.463 0.421 -0.685
C -0.039 1.357 0.142 -0.658
C -1.023 0.840 -0.892 -0.608
N -0.496 -0.390 -1.594 -0.264
H -0.938 -0.338 1.704 0.186
H -0.759 -1.921 1.838 0.286
H 1.405 -1.324 1.858 0.401
H 1.187 -1.641 0.221 0.287
H 1.791 0.267 -0.449 0.404
H 1.840 0.973 1.084 0.378
H -0.493 1.572 1.103 0.422
H 0.387 2.286 -0.225 0.358
H -1.940 0.490 -0.422 0.323
H -1.223 1.543 -1.693 0.411
H -1.088 -0.592 -2.395 0.392
H -0.461 -1.207 -0.973 0.293
H 0.469 -0.278 -1.922 0.334
```

HOMO energy = -13.92 eV
lowest unoccupied orbital energy = -3.3 eV
2S+1 = 1
net charge = +1
structure (SMILES) = NCCCC[NH3+]
frontier orbital gap = 10.59 eV


Version c
The ion C4H13N2 with charge +1. Source: OMol25; level of theory: wB97M-V/def2-TZVPD.

The geometry in XYZ format:
```
19
Properties=species:S:1:pos:R:3:mulliken_charge:R:1
C -0.074 2.650 0.401 -1.257
C 0.142 1.166 0.565 -0.254
N -0.789 0.343 -0.309 -0.201
C -0.941 -1.039 0.279 -0.710
C 0.396 -1.878 0.150 -0.452
N 1.222 -1.279 -0.916 -0.570
H 0.040 3.016 -0.634 0.375
H 0.709 3.208 0.936 0.360
H -1.102 2.906 0.721 0.374
H -0.058 0.831 1.589 0.321
H 1.106 0.694 0.377 0.336
H -0.461 0.118 -1.252 0.381
H -1.603 0.916 -0.531 0.389
H -1.588 -1.607 -0.387 0.410
H -1.404 -1.112 1.274 0.349
H 0.986 -1.766 1.087 0.359
H 0.128 -2.914 -0.070 0.361
H 2.174 -1.578 -0.740 0.224
H 1.019 -1.608 -1.862 0.204
```

HOMO energy = -14.27 eV
lowest unoccupied orbital energy = -3.0 eV
2S+1 = 1
net charge = +1
structure (SMILES) = CC[NH2+]CCN
frontier orbital gap = 11.23 eV


Version d
A cluster of 2 separate species, C4H13N2 in total. Source: OMol25; level of theory: wB97M-V/def2-TZVPD.

The geometry in XYZ format:
```
19
Properties=species:S:1:pos:R:3:mulliken_charge:R:1
C -1.324 0.074 -0.796 -1.175
C -0.649 0.630 1.699 -1.047
C 1.011 0.945 -0.239 -0.764
C -0.330 0.469 0.204 0.903
N 0.249 -1.937 0.162 -0.635
N 1.642 0.566 -1.483 -0.569
H -0.799 -0.033 -1.702 0.323
H -1.780 -0.910 -0.533 0.339
H -2.162 0.753 -0.832 0.379
H 0.163 1.048 2.403 0.343
H -1.532 1.351 1.705 0.347
H -1.080 -0.208 2.249 0.353
H 1.644 0.506 0.551 0.381
H 1.175 1.992 0.054 0.486
H 1.151 -1.751 0.551 0.261
H 0.143 -2.415 -0.741 0.251
H 1.175 -0.265 -1.905 0.266
H 1.716 1.391 -2.202 0.287
H -0.412 -2.204 0.855 0.269
```

HOMO energy = -13.93 eV
lowest unoccupied orbital energy = -5.4 eV
2S+1 = 1
net charge = +1
frontier orbital gap = 8.58 eV


Name the least stable of them. version d.